A.
# C2H2ClN2O2

A cluster of 2 separate species, C2H2ClN2O2 in total (wB97M-V/def2-TZVPD, the Open Molecules 2025 dataset).

```
! RIJCOSX wB97M-V def2-TZVPD def2/J DEFGRID3
* xyz 1 1
C -0.069 -1.380 -0.034
N -0.713 -0.433 0.151
O 1.638 1.510 -0.358
O 2.191 -0.695 -0.060
C 1.946 0.401 -0.244
Cl -3.062 0.755 0.082
N -1.338 0.652 0.107
H -0.970 1.552 0.455
H 0.378 -2.363 -0.099
*
```

Values from the calculation:
HOMO ... -15.4 eV


B.
# C2H2ClN2O2

The ion C2H2ClN2O2 with charge +1 (wB97M-V/def2-TZVPD, the Open Molecules 2025 dataset).

```
! RIJCOSX wB97M-V def2-TZVPD def2/J DEFGRID3
* xyz 1 1
O -1.185 -1.655 -2.694
C 0.105 -0.741 -0.841
Cl 0.954 1.165 2.944
C -0.569 -1.239 -1.820
H 0.939 -1.316 -0.276
N 0.685 0.420 1.490
N -0.116 0.996 0.698
O -0.237 0.537 -0.506
H -0.575 1.832 1.006
*
```

Values from the calculation:
HOMO (spin up / spin down) ... -14.2 / -14.1 eV


In order of decreasing stability: A, B.


A.
# C2H14NO3

A cluster of 4 separate species, C2H14NO3 in total (wB97M-V/def2-TZVPD, the Open Molecules 2025 dataset).

```
! RIJCOSX wB97M-V def2-TZVPD def2/J DEFGRID3
* xyz 1 1
H 1.883 -0.730 0.196
H 0.069 -2.608 0.860
H -0.873 -1.481 -0.217
H -0.906 -1.419 1.640
O -0.393 2.022 -2.909
H 1.854 -0.599 -2.137
N 0.404 0.833 0.424
C 0.989 -0.560 0.867
H -0.359 1.207 0.984
H -1.621 1.245 2.868
O 1.185 -1.340 -2.134
H -1.928 -0.212 2.908
C -0.235 -1.585 0.704
O -1.223 0.398 2.898
H 0.153 0.676 -0.515
H 1.134 -0.321 2.001
H -1.006 1.716 -3.580
H -1.037 2.504 -2.490
H 1.277 1.498 0.557
H 0.635 -1.241 -2.925
*
```

Values from the calculation:
HOMO ... -15.2 eV


B.
# C2H14NO3

A cluster of 4 separate species, C2H14NO3 in total (wB97M-V/def2-TZVPD, the Open Molecules 2025 dataset).

```
! RIJCOSX wB97M-V def2-TZVPD def2/J DEFGRID3
* xyz 1 1
H -2.625 -0.995 0.262
H -0.793 3.515 0.834
H 0.892 -1.847 1.543
O -0.601 2.774 0.258
H 1.570 -1.524 -1.741
H -1.076 -0.413 2.347
H -2.359 0.724 0.389
H -0.470 -2.518 1.458
O 1.261 -2.316 -1.277
H 0.080 0.321 1.354
H -0.193 3.245 -0.484
H -1.387 -0.268 -0.665
H 0.388 -1.774 0.100
H 2.457 1.690 -1.078
H 2.523 2.719 -2.123
H 0.694 -2.818 -1.874
C -1.850 -0.231 0.335
O 2.240 1.799 -2.014
C -0.740 -0.397 1.301
N -0.013 -1.684 1.077
*
```

Values from the calculation:
HOMO ... -14.7 eV


In order of decreasing stability: B, A.


A.
# CH3BrP2

A cluster of 2 separate species, CH3BrP2 in total (wB97M-V/def2-TZVPD, the Open Molecules 2025 dataset).

```
! RIJCOSX wB97M-V def2-TZVPD def2/J DEFGRID3
* xyz 0 1
H 1.353 2.503 0.195
Br -2.206 -0.295 -0.296
H 0.340 -1.880 -1.053
P 0.313 1.912 -0.337
P 1.052 0.092 0.252
C -0.463 -0.801 0.204
H -0.389 -1.532 1.036
*
```

Values from the calculation:
HOMO (spin up / spin down) ... -8.7 / -8.7 eV


B.
# CH3BrP2

A cluster of 2 separate species, CH3BrP2 in total (wB97M-V/def2-TZVPD, the Open Molecules 2025 dataset).

```
! RIJCOSX wB97M-V def2-TZVPD def2/J DEFGRID3
* xyz 0 1
H -0.221 -1.817 -1.205
Br -2.624 -0.018 -0.172
H -0.885 -1.494 0.843
C -0.892 -0.626 0.201
P 0.586 0.364 0.210
P -0.141 2.233 -0.119
H 1.140 2.789 -0.005
*
```

Values from the calculation:
HOMO (spin up / spin down) ... -9.1 / -8.8 eV


In order of decreasing stability: B, A.


A.
# C2H2ClNO

The molecule C2H2ClNO (wB97M-V/def2-TZVPD, the Open Molecules 2025 dataset).

```
! RIJCOSX wB97M-V def2-TZVPD def2/J DEFGRID3
* xyz 0 1
N 1.178 1.309 -1.642
Cl 0.402 -1.884 -0.244
H -1.821 -0.183 0.677
O -1.190 0.440 0.249
C 0.855 0.568 -0.793
C 0.129 -0.095 0.334
H 0.447 -0.155 1.418
*
```

Values from the calculation:
HOMO ... -11.5 eV


B.
# C2H2ClNO

A cluster of 2 separate species, C2H2ClNO in total (wB97M-V/def2-TZVPD, the Open Molecules 2025 dataset).

```
! RIJCOSX wB97M-V def2-TZVPD def2/J DEFGRID3
* xyz 0 1
H 0.461 -0.384 -1.344
Cl -0.222 1.974 -0.039
O 0.511 -0.472 -0.450
H 0.221 0.255 1.442
C -0.130 0.397 0.353
C -2.406 -0.085 0.031
N -3.522 -0.056 -0.200
*
```

Values from the calculation:
HOMO (spin up / spin down) ... -10.5 / -10.5 eV


In order of decreasing stability: A, B.


A.
# BrNO5S

A structure of composition BrNO5S (wB97M-V/def2-TZVPD, the Open Molecules 2025 dataset).

```
! RIJCOSX wB97M-V def2-TZVPD def2/J DEFGRID3
* xyz 0 1
O 0.550 -1.788 -1.578
O 1.935 -1.077 0.061
O -0.380 1.531 -0.298
N 0.996 -1.268 -0.621
S -0.808 0.069 0.386
O -1.998 -0.392 -0.310
Br 0.592 2.702 0.590
O -0.887 0.224 1.770
*
```

Values from the calculation:
HOMO (spin up / spin down) ... -10.2 / -10.3 eV


B.
# BrNO5S

A cluster of 2 separate species, BrNO5S in total (wB97M-V/def2-TZVPD, the Open Molecules 2025 dataset).

```
! RIJCOSX wB97M-V def2-TZVPD def2/J DEFGRID3
* xyz 0 1
O -0.190 -1.997 -2.375
S -0.825 -1.712 -1.084
O 0.445 -0.009 0.362
O -0.441 0.787 2.307
O 1.050 1.983 1.271
O -1.892 -0.705 -1.186
Br 1.552 0.548 -0.770
N 0.302 1.106 1.474
*
```

Values from the calculation:
HOMO ... -10.7 eV


In order of decreasing stability: B, A.


A.
# C4H3FN2

The molecule C4H3FN2 (wB97M-V/def2-TZVPD, the Open Molecules 2025 dataset).

```
! RIJCOSX wB97M-V def2-TZVPD def2/J DEFGRID3
* xyz 0 1
C 0.583 0.579 0.399
C 0.228 0.980 -0.786
F 1.524 1.032 1.152
H 0.371 -1.036 2.443
C -0.710 -0.119 -1.326
C -0.164 -0.730 0.648
H -1.341 0.121 -2.289
H 0.714 1.714 -1.418
N -0.213 -1.389 1.722
N -0.993 -1.154 -0.544
*
```

Values from the calculation:
HOMO ... -10.3 eV


B.
# C4H3FN2

The molecule C4H3FN2 (wB97M-V/def2-TZVPD, the Open Molecules 2025 dataset).

```
! RIJCOSX wB97M-V def2-TZVPD def2/J DEFGRID3
* xyz 0 1
H 0.554 -2.210 -0.347
C 0.162 0.622 -1.375
C 0.298 -1.337 0.200
H -0.692 1.606 1.185
N -0.521 -0.201 1.942
F -0.091 1.939 -1.464
H 0.471 0.308 -2.343
N -0.037 -1.425 1.412
C -0.330 0.647 0.992
C 0.185 0.050 -0.203
*
```

Values from the calculation:
HOMO ... -10.2 eV


In order of decreasing stability: A, B.


A.
# C3H10N2O3

The molecule C3H10N2O3 (wB97M-V/def2-TZVPD, the Open Molecules 2025 dataset).

```
! RIJCOSX wB97M-V def2-TZVPD def2/J DEFGRID3
* xyz 0 1
N -0.924 1.471 -0.943
H -0.263 -0.708 -2.323
H 0.065 1.643 -1.096
O 1.245 -0.300 -0.458
C 2.069 -0.323 0.706
O -0.694 1.036 1.413
C -1.081 0.527 0.126
H -1.341 -1.732 -1.554
H -0.518 -1.086 1.380
O -0.213 -1.729 0.671
H 3.021 0.093 0.385
N -0.399 -1.369 -1.569
H -2.137 0.209 0.154
H -1.391 2.354 -0.761
C -0.028 -0.826 -0.333
H 1.640 0.299 1.495
H 2.203 -1.345 1.059
H -1.254 1.787 1.647
*
```

Values from the calculation:
HOMO ... -9.1 eV


B.
# C3H10N2O3

A cluster of 2 separate species, C3H10N2O3 in total (wB97M-V/def2-TZVPD, the Open Molecules 2025 dataset).

```
! RIJCOSX wB97M-V def2-TZVPD def2/J DEFGRID3
* xyz 0 1
N 0.955 -1.393 -1.421
H 0.726 0.337 -0.233
N -0.807 0.504 1.960
H 0.605 -2.202 -1.938
H -0.553 2.899 0.335
C 0.144 -1.124 -0.264
H -0.328 -2.033 1.393
C -0.152 2.250 -0.444
O 0.155 -2.264 0.588
O 0.844 1.387 0.135
H 1.906 -1.597 -1.136
H 1.231 0.089 1.855
H -1.630 -1.681 -0.862
H 0.345 2.854 -1.201
H -0.950 1.662 -0.902
O -1.187 -0.844 -0.653
H -1.598 0.769 1.380
C 0.294 0.386 1.407
*
```

Values from the calculation:
HOMO ... -7.9 eV


In order of decreasing stability: A, B.